# 1
Density functional theory data (the ωB97M-V functional and the def2-TZVPD basis) for 3 unconnected molecules or ions with the total composition C6H16O3 at a distorted geometry.

Properties
- SMILES = CCCCCC=O.O.O
- energy (eV) = -12622.56086
- energy above the lowest of the compared OMol25 structures with the same formula, charge and spin (eV) = 1.128

XYZ file:
```
25
C6H16O3 | the OMol25 dataset | the ωB97M-V functional and the def2-TZVPD basis
O -1.652 -1.835 -1.999
O -2.732 1.284 1.946
O -2.362 -1.208 0.714
C 2.003 2.216 -0.055
C 1.177 -0.222 -0.926
C -1.218 -1.570 0.732
C 0.022 -0.746 1.254
C 1.261 -0.986 0.418
C 0.961 1.358 -0.690
H 2.694 2.548 -0.765
H -0.071 1.360 -0.148
H 0.358 -0.642 -1.545
H 0.642 1.802 -1.643
H 1.564 3.087 0.309
H -0.883 -2.588 0.440
H 2.199 -0.736 0.940
H 1.202 -2.003 0.137
H -0.306 0.337 1.328
H -2.774 0.376 1.814
H 2.317 1.723 0.997
H 2.141 -0.284 -1.534
H -2.613 -1.793 -2.156
H -0.024 -1.207 2.270
H -2.590 1.679 1.071
H -1.317 -1.951 -2.908
```

***

# 2
Density functional theory data (the ωB97M-V functional and the def2-TZVPD basis) for 3 unconnected molecules or ions with the total composition C6H16O3 at a distorted geometry.

Properties
- SMILES = C=C(C)CCCO.O.O
- energy (eV) = -12622.82155
- energy above the lowest of the compared OMol25 structures with the same formula, charge and spin (eV) = 0.867

XYZ file:
```
25
C6H16O3 | the OMol25 dataset | the ωB97M-V functional and the def2-TZVPD basis
O -0.223 -0.166 -2.746
O 1.274 2.950 1.348
O -1.171 2.676 -0.967
C 0.527 -0.634 -0.114
C -0.758 -1.370 -2.205
C 1.070 -1.612 2.129
C -0.363 -1.703 -0.753
C 0.470 -0.691 1.390
C -0.487 0.302 1.983
H 0.584 2.630 0.744
H 2.007 2.866 0.721
H 0.718 -0.331 -2.914
H -0.120 1.324 2.017
H 0.105 -2.692 -0.728
H -0.871 2.117 -1.695
H 0.903 -1.597 3.203
H -0.949 0.015 2.925
H 1.777 -2.381 1.845
H -1.839 -1.224 -2.186
H -1.320 0.381 1.271
H -1.222 -1.901 -0.109
H -0.699 -2.172 -2.945
H 1.553 -0.697 -0.467
H -1.091 3.589 -1.304
H 0.126 0.324 -0.443
```

***

# 3
Density functional theory data (the ωB97M-V functional and the def2-TZVPD basis) for 2 unconnected molecules or ions with the total composition C6H16S at a distorted geometry.

Properties
- SMILES = CC(C)C.CCS
- energy (eV) = -17315.18023
- energy above the lowest of the compared OMol25 structures with the same formula, charge and spin (eV) = 1.650

XYZ file:
```
23
C6H16S | the OMol25 dataset | the ωB97M-V functional and the def2-TZVPD basis
S 2.334 -1.228 -1.832
C 0.182 0.784 2.722
C 0.532 -1.433 -1.692
C -0.122 0.476 1.248
C 0.527 1.626 0.411
C -0.244 -1.661 -3.139
C -1.704 0.724 1.205
H -0.012 2.578 0.532
H -1.913 1.597 0.567
H -0.238 1.771 3.033
H 0.123 -2.199 -1.024
H -1.249 -1.273 -3.107
H -2.144 -0.207 0.839
H -1.930 0.944 2.212
H 1.244 0.912 2.835
H -0.109 -0.114 3.277
H -0.376 -2.712 -3.159
H -0.062 -0.557 -1.437
H 1.595 1.896 0.598
H 0.604 1.230 -0.609
H 2.546 -1.246 -0.526
H 0.258 -1.344 -4.017
H 0.159 -0.564 1.064
```

***

# 4
Density functional theory data (the ωB97M-V functional and the def2-TZVPD basis) for a molecular structure, C6H17BrCaNO2 at a distorted geometry.

Properties
- net charge = +1
- energy (eV) = -100549.12182
- energy above the lowest of the compared OMol25 structures with the same formula, charge and spin (eV) = 3.031

XYZ file:
```
28
C6H17BrCaNO2 | the OMol25 dataset | the ωB97M-V functional and the def2-TZVPD basis
Br -13.959 31.779 4.485
Ca -13.695 33.184 2.984
O -12.290 32.085 2.423
O -16.206 31.117 4.048
N -15.171 32.770 1.982
C -15.545 28.938 4.520
C -10.893 32.279 1.985
C -15.495 30.711 0.858
C -13.093 31.549 1.397
C -16.079 29.852 3.420
C -14.577 31.452 1.877
H -10.382 32.862 2.752
H -15.482 29.908 2.510
H -16.485 30.499 1.262
H -13.029 32.217 0.537
H -16.066 32.638 2.432
H -15.612 31.330 -0.031
H -15.375 31.291 4.496
H -16.231 28.810 5.358
H -12.773 30.525 1.208
H -10.357 31.340 1.848
H -15.394 33.060 1.040
H -15.115 29.749 0.513
H -17.077 29.655 3.028
H -15.317 28.026 3.968
H -14.663 29.407 4.956
H -10.886 32.888 1.081
H -14.596 30.864 2.795
```

***

The calculation returns the following LUMO values, one per record and in order: 0.496; 0.448; 0.861; -3.705 eV.
The calculation returns the following molecular weight values, one per record and in order: 136.19; 136.19; 120.26; 255.19 g mol⁻¹.
The calculation returns the following Kohn-Sham gap values, one per record and in order: 10.2; 9.6; 10.0; 8.5 eV.